*i*
A cluster of 2 separate species, C2H3N4 in total, computed with the ωB97M-V functional and the def2-TZVPD basis.

Geometry (Å):
C  0.2392  1.1061  0.1469
C  -0.4827  -0.0811  0.7745
N  1.3745  0.2535  -0.1229
N  0.3379  0.3962  -1.1058
N  0.6659  -0.9012  0.4674
N  -0.3533  -0.7254  -0.5001
H  0.2579  2.1760  0.2593
H  -1.2183  -0.2604  1.5419
H  -0.8211  -1.9637  -1.4612

For the HOMO-LUMO gap (alpha / beta), the calculation gives 8.416 / 8.418 eV. The HOMO energy (alpha / beta) comes out at -0.5839 / -0.5839 Ha. Its total charge is +1.


*ii*
A structure of composition C2H3N4, computed with the ωB97M-V functional and the def2-TZVPD basis.

Geometry (Å):
C  1.0727  -0.7128  0.5431
C  -1.3214  0.0853  0.0418
N  2.2807  0.3668  -0.4397
N  0.8545  0.6598  -0.8723
N  2.3400  -0.5272  0.4470
N  0.0517  -0.1415  -0.1327
H  -1.7380  0.7100  -0.6559
H  -1.9571  -0.8835  -0.0499
H  -1.5831  0.4430  1.1187

For the HOMO-LUMO gap, the calculation gives 7.912 eV. The HOMO energy comes out at -0.6312 Ha. Its total charge is +1.


Which structure is the least stable? The one labeled *i*.


*i*
A cluster of 2 separate species, CH3BrClN in total, computed with the ωB97M-V functional and the def2-TZVPD basis.

Geometry (Å):
C  -0.8047  -0.5877  0.0511
N  0.4448  -0.4609  0.1029
Br  1.5950  -1.8617  0.1046
H  -1.4100  -1.4918  0.1731
H  -1.2254  0.3446  -0.1535
Cl  0.8257  2.6940  0.0208
H  0.5747  1.3635  -0.2991

For the HOMO-LUMO gap, the calculation gives 10.466 eV. The SMILES is C=NBr.Cl. The HOMO energy comes out at -0.3789 Ha. Its total charge is 0.


*ii*
A cluster of 2 separate species, CH3BrClN in total, computed with the ωB97M-V functional and the def2-TZVPD basis.

Geometry (Å):
C  1.3934  0.0996  0.3861
N  -1.4179  0.0472  -0.7540
Cl  1.9392  -1.2421  -0.4150
Br  -2.2527  -0.8544  0.5564
H  0.5997  -0.1653  1.0725
H  1.5166  1.0932  -0.0674
H  -1.7784  1.0219  -0.7785

For the HOMO-LUMO gap (alpha / beta), the calculation gives 10.105 / 6.975 eV. The HOMO energy (alpha / beta) comes out at -0.3673 / -0.3010 Ha. Its total charge is 0.


Which structure is the least stable? The one labeled *ii*.